ORCA calculation (the ωB97M-V functional and the def2-TZVPD basis) on a 9-piece molecular cluster, C13H44O9 overall at a distorted geometry.

## Properties
- charge = 0
- SMILES string = CC(C)O.CC(C)O.CC(C)O.CC(C)O.CO.O.O.O.O
- LUMO level (eV) = 0.00
- spin multiplicity = 1
- energy (Eh) = -1198.7994
- gap between HOMO and LUMO (eV) = 10.08
- E_HOMO (Eh) = -0.370

Each line ends with the Löwdin charge.
Cartesian coordinates (Å):
1 C -2.76382 -2.92059 -0.98979  -0.1366
2 O -4.00277 -2.29683 -1.37911  -0.1111
3 H -2.73500 -3.96215 -1.30983  0.0857
4 H -1.82702 -2.43378 -1.26095  0.0361
5 H -2.64026 -2.91879 0.09319  0.0733
6 H -4.19719 -1.58371 -0.76654  0.0619
7 C 2.11764 -4.06032 -2.96099  -0.0450
8 C 1.33199 -3.39517 -1.83930  -0.5080
9 C 0.65280 -2.11317 -2.23763  -0.0634
10 O 0.40203 -4.28317 -1.28511  -0.0577
11 H 1.47528 -4.29793 -3.80894  0.0794
12 H 2.59114 -5.00381 -2.68951  0.0838
13 H 2.83813 -3.38171 -3.41760  0.0810
14 H 2.00853 -3.16230 -1.01700  0.1411
15 H 0.17718 -1.59199 -1.40682  0.0435
16 H -0.16002 -2.22674 -2.95495  0.0851
17 H 1.39014 -1.44872 -2.68813  0.0928
18 H -0.11020 -4.59329 -2.03548  0.1031
19 C 4.13602 -0.36288 4.14680  -0.0559
20 C 2.79457 0.09652 4.70277  -0.5213
21 C 1.67590 -0.58183 3.95870  -0.0665
22 O 2.60788 -0.17752 6.07093  -0.0403
23 H 5.00443 -0.10471 4.75287  0.0729
24 H 4.22898 0.04782 3.14142  0.0801
25 H 4.15324 -1.44862 4.05221  0.0814
26 H 2.62627 1.15819 4.52212  0.1305
27 H 0.73284 -0.10627 4.22810  0.0780
28 H 1.61271 -1.62799 4.25812  0.0874
29 H 1.81207 -0.69407 2.88308  0.0771
30 H 3.15953 0.39711 6.60673  0.0885
31 C 2.60264 4.64237 0.12041  -0.0530
32 C 1.07983 4.27585 0.23218  -0.4358
33 C 0.30731 4.30061 -1.04377  -0.0662
34 O 1.11133 2.91956 0.84719  -0.0849
35 H 2.70873 5.70793 -0.08308  0.0699
36 H 3.08944 4.12002 -0.70316  0.0741
37 H 3.11087 4.39744 1.05304  0.0726
38 H 0.69725 4.93974 1.00740  0.1265
39 H 0.40418 5.23147 -1.60254  0.0826
40 H -0.72049 4.03750 -0.79375  0.0730
41 H 0.66350 3.62313 -1.81982  0.0802
42 H 0.20197 2.69364 1.05607  0.0096
43 C -3.90605 1.34343 -2.76115  -0.0517
44 C -2.49660 1.47205 -3.26563  -0.5334
45 C -1.40784 0.81590 -2.43790  -0.0356
46 O -2.44124 0.86660 -4.50167  -0.0292
47 H -4.03405 1.62883 -1.71699  0.0786
48 H -4.14107 0.28212 -2.68062  0.0736
49 H -4.61134 1.81686 -3.44418  0.0844
50 H -2.27839 2.53645 -3.35244  0.1293
51 H -1.47531 -0.26768 -2.53484  0.0617
52 H -1.49575 0.98250 -1.36430  0.0598
53 H -0.39898 1.09199 -2.74458  0.0878
54 H -3.23127 1.10527 -4.99207  0.0900
55 O 0.44671 -3.21304 1.18368  -0.0592
56 H 0.33198 -2.26348 1.22097  -0.0231
57 H 0.57963 -3.40242 0.25486  -0.0345
58 O -2.85391 -0.35251 2.67844  -0.0363
59 H -2.68854 -1.28962 2.57492  0.0477
60 H -2.74539 -0.19178 3.61579  0.0542
61 O -0.34901 -0.54162 0.71406  -0.0402
62 H -1.22882 -0.56023 0.33750  0.0231
63 H -0.20723 0.37580 0.94749  0.0250
64 O -1.58169 1.97195 1.32529  -0.0484
65 H -2.14814 1.24211 1.57568  0.0057
66 H -1.98728 2.73969 1.72817  0.0655

ORCA calculation (the ωB97M-V functional and the def2-TZVPD basis) on C13H45BN6NbO4P2 as an isolated structure at a distorted geometry.

## Properties
- charge = -1
- LUMO level (eV) = 2.03
- spin multiplicity = 1
- energy (Eh) = -1916.1714
- gap between HOMO and LUMO (eV) = 7.07
- E_HOMO (Eh) = -0.185

Each line ends with the Löwdin charge.
Cartesian coordinates (Å):
1 O -0.31447 3.89495 -1.65837  0.0873
2 B -1.02704 5.04064 -1.97265  -0.9481
3 O -0.60146 5.85180 -3.03243  0.0614
4 C -2.24482 5.42207 -1.13035  -0.3054
5 Nb -4.01875 4.48279 -2.13537  0.8645
6 H 0.16096 3.55989 -2.42002  0.0823
7 H -0.81304 5.46778 -3.88378  0.0658
8 H -2.12289 5.12202 -0.08895  0.0266
9 H -2.38086 6.50503 -1.18449  0.0255
10 H -4.59786 6.03693 -2.94825  -0.1710
11 H -5.18397 4.92511 -0.78018  -0.1968
12 H -3.84967 2.79557 -1.42034  -0.1661
13 H -2.94022 4.14802 -3.60614  -0.1456
14 H -5.41245 3.75821 -3.09381  -0.2217
15 O -3.37093 -0.78662 2.08131  -0.2970
16 P -3.50414 -1.43440 0.73564  0.6851
17 N -3.03354 -3.06549 1.08686  -0.3413
18 C -1.66673 -3.34655 1.48635  -0.1267
19 C -3.97035 -3.70350 1.99639  -0.1547
20 N -2.36234 -0.54621 -0.15036  -0.3027
21 C -1.25498 -1.12363 -0.86649  -0.1395
22 C -2.02176 0.78214 0.34700  -0.1367
23 N -4.34796 -1.87435 -0.74830  -0.2916
24 C -5.63259 -1.16610 -0.89165  -0.1278
25 C -4.47869 -3.24252 -1.22404  -0.1464
26 H -1.56068 -4.41475 1.69044  0.0790
27 H -1.35570 -2.78942 2.38122  0.0862
28 H -0.96808 -3.13102 0.67998  0.0532
29 H -5.00015 -3.52879 1.66412  0.0706
30 H -3.87951 -3.31910 3.02042  0.0803
31 H -3.81437 -4.78519 2.00432  0.0796
32 H -0.39310 -1.28752 -0.20510  0.0521
33 H -0.93434 -0.45306 -1.66962  0.0860
34 H -1.51697 -2.06771 -1.34995  0.0768
35 H -1.27671 0.74341 1.15658  0.0736
36 H -2.90532 1.28749 0.72069  0.0614
37 H -1.62419 1.39738 -0.46163  0.0674
38 H -6.39634 -1.55669 -0.20831  0.0752
39 H -6.00483 -1.24662 -1.91259  0.0781
40 H -5.49633 -0.10183 -0.67943  0.0817
41 H -5.14184 -3.86443 -0.60868  0.0707
42 H -3.51219 -3.73019 -1.29486  0.0686
43 H -4.89507 -3.20488 -2.23427  0.0828
44 O 3.96363 -2.52005 0.52130  -0.2972
45 P 4.43412 -1.15534 0.92707  0.6798
46 N 2.98639 -0.23156 0.90616  -0.3321
47 C 2.29071 0.00488 -0.34805  -0.1141
48 C 2.04697 -0.68968 1.92326  -0.1355
49 N 5.50300 -0.82483 -0.36658  -0.3185
50 C 5.41428 0.33759 -1.21831  -0.1412
51 C 6.03126 -1.96984 -1.09404  -0.1444
52 N 5.28943 -0.00715 1.95954  -0.2962
53 C 6.07562 -0.67154 3.01071  -0.1412
54 C 4.67592 1.20308 2.49219  -0.1361
55 H 1.38525 0.58701 -0.16766  0.0793
56 H 2.00741 -0.92542 -0.85803  0.0875
57 H 2.88742 0.61223 -1.02594  0.0552
58 H 2.56022 -0.81885 2.88410  0.0726
59 H 1.58750 -1.64958 1.65730  0.0768
60 H 1.26183 0.05270 2.07474  0.0835
61 H 4.70143 0.18738 -2.03924  0.0776
62 H 6.39103 0.55432 -1.66144  0.0783
63 H 5.12662 1.22924 -0.65957  0.0759
64 H 5.32723 -2.34725 -1.84776  0.0830
65 H 6.26416 -2.78648 -0.41706  0.0665
66 H 6.95995 -1.68646 -1.59572  0.0769
67 H 5.44112 -1.08351 3.80387  0.0776
68 H 6.78446 0.02438 3.46050  0.0750
69 H 6.65442 -1.49385 2.57897  0.0762
70 H 3.91106 1.01182 3.25349  0.0751
71 H 4.23720 1.80356 1.70342  0.0739
72 H 5.46667 1.80256 2.95183  0.0832

ORCA calculation (the ωB97M-V functional and the def2-TZVPD basis) on a 10-piece molecular cluster, C13H46N14O13 overall at a distorted geometry.

## Properties
- charge = +1
- LUMO level (spin up / spin down) (eV) = -2.63 / -8.46
- spin multiplicity = 2
- energy (Eh) = -2267.3486
- expectation value of S² = 0.754
- gap between HOMO and LUMO (spin up / spin down) (eV) = 8.63 / 2.80
- E_HOMO (spin up / spin down) (Eh) = -0.414 / -0.414

Each line ends with the Löwdin spin population.
Cartesian coordinates (Å):
1 C -1.42891 -9.80287 -4.78904  0.0003
2 O -2.23296 -9.11022 -5.36475  0.0039
3 N -0.79950 -10.84727 -5.28778  0.0000
4 N -0.96684 -9.49818 -3.67592  0.0003
5 H -0.47620 -11.49875 -4.58696  0.0000
6 H -1.07143 -11.25637 -6.17028  0.0000
7 H -1.05012 -8.52736 -3.41005  0.0000
8 H -0.59372 -10.19030 -3.04200  0.0000
9 C -4.14923 -16.77663 -7.67322  0.0000
10 O -4.47632 -17.90094 -7.32047  0.0000
11 N -4.19987 -15.78687 -6.86725  0.0000
12 N -3.85258 -16.32593 -8.86064  0.0000
13 H -4.09048 -14.82227 -7.14594  0.0000
14 H -4.69192 -15.99029 -6.00899  0.0000
15 H -3.45029 -16.91451 -9.57606  0.0000
16 H -3.81338 -15.32266 -8.97026  0.0000
17 C -7.11152 -12.96493 -10.06370  0.0000
18 O -6.12946 -12.34580 -10.39732  0.0000
19 N -7.22328 -14.21326 -10.42837  0.0000
20 N -8.13059 -12.56711 -9.48850  0.0000
21 H -6.38078 -14.67894 -10.73405  0.0000
22 H -8.04179 -14.80375 -10.38999  0.0000
23 H -8.73905 -13.32523 -9.21438  0.0000
24 H -8.17289 -11.55862 -9.52397  0.0000
25 C -2.92925 -7.31439 -8.09248  0.0829
26 O -3.10506 -6.54953 -9.05831  0.8084
27 N -2.47208 -8.50605 -8.30123  0.0565
28 N -3.49230 -7.14256 -6.92724  0.0366
29 H -2.41845 -9.13806 -7.51524  0.0064
30 H -2.19098 -8.68979 -9.25376  0.0009
31 H -3.17452 -7.78053 -6.21164  0.0035
32 H -3.88087 -6.25261 -6.64958  0.0002
33 C -6.41645 -7.47341 -3.96938  0.0001
34 O -6.03612 -6.38307 -3.46940  0.0000
35 N -5.99192 -8.68400 -3.78459  0.0000
36 N -7.30090 -7.42298 -4.91472  0.0000
37 H -6.56145 -9.47785 -4.04059  0.0000
38 H -5.16717 -8.92398 -3.25328  0.0000
39 H -7.38453 -8.28546 -5.43359  0.0000
40 H -7.65999 -6.59444 -5.36711  0.0000
41 C -3.51497 -11.10037 -1.44518  0.0000
42 O -2.98654 -12.13406 -1.57249  0.0000
43 N -3.42996 -10.27660 -0.43646  0.0000
44 N -4.46460 -10.70214 -2.21041  0.0000
45 H -4.09476 -9.52792 -0.30366  0.0000
46 H -2.83545 -10.56758 0.32642  0.0000
47 H -4.77334 -11.27157 -2.98535  0.0000
48 H -4.88971 -9.84192 -1.89514  0.0000
49 C -1.84470 -14.96445 -3.65030  0.0000
50 O -1.40359 -15.93521 -4.21088  0.0000
51 N -2.00612 -13.79306 -4.13985  0.0000
52 N -2.35879 -14.91618 -2.51585  0.0000
53 H -1.67093 -13.88155 -5.08849  0.0000
54 H -1.97357 -12.95691 -3.57426  0.0000
55 H -2.36118 -15.67995 -1.85497  0.0000
56 H -2.75194 -14.01337 -2.29118  0.0000
57 C -4.81221 -12.25220 -5.77664  0.0000
58 C -5.17053 -11.99934 -7.30568  0.0000
59 O -4.12637 -11.28907 -7.86164  -0.0001
60 O -4.77982 -11.01457 -5.01439  0.0000
61 H -3.83744 -12.73782 -5.73097  0.0000
62 H -5.54918 -12.96036 -5.39785  0.0000
63 H -6.15997 -11.55225 -7.40175  0.0000
64 H -5.27968 -12.94857 -7.83022  0.0000
65 H -4.43898 -10.67870 -8.53346  -0.0001
66 H -4.32066 -10.36826 -5.55575  0.0000
67 C -7.06200 -8.75714 -8.97702  0.0000
68 C -6.02475 -8.58773 -10.08555  0.0001
69 O -5.21155 -9.73439 -10.09047  0.0001
70 O -8.04167 -9.71767 -9.24016  0.0001
71 H -7.50518 -7.77540 -8.81006  0.0000
72 H -6.55798 -9.16818 -8.10231  0.0000
73 H -5.46600 -7.65436 -10.01687  -0.0002
74 H -6.55436 -8.59788 -11.03817  0.0001
75 H -5.73651 -10.53623 -10.14593  0.0000
76 H -8.60145 -9.44181 -9.96966  0.0000
77 C -9.34279 -11.88687 -4.12649  0.0000
78 C -8.00269 -11.18670 -3.89970  0.0000
79 O -6.96079 -12.11891 -3.55807  0.0000
80 O -9.35254 -12.57302 -5.28948  0.0000
81 H -10.16628 -11.18341 -4.24944  0.0000
82 H -9.72909 -12.52060 -3.32820  0.0000
83 H -7.94196 -10.43895 -3.10896  0.0000
84 H -7.79584 -10.62787 -4.81241  0.0000
85 H -6.17310 -11.96053 -4.08347  0.0000
86 H -8.52154 -13.01007 -5.48956  0.0000

The highest charge belongs to which entry? C13H46N14O13

Look up the energy of the third one. -2267.3486 Eh